Entry 1:
{
  "formula": "C5H31NO11",
  "method": "ωB97M-V/def2-TZVPD",
  "symbols": ["C", "N", "C", "C", "O", "C", "C", "O", "H", "H", "H", "H", "H", "H", "H", "H", "H", "H", "H", "H", "H", "O", "H", "H", "O", "H", "H", "O", "H", "H", "O", "H", "H", "O", "H", "H", "O", "H", "H", "O", "H", "H", "O", "H", "H", "O", "H", "H"],
  "coordinates": [[1.64, -0.44, 1.79], [1.37, -0.85, 0.38], [0.00, -0.49, -0.07], [-1.07, -1.35, 0.63], [-2.33, -0.74, 0.47], [0.02, -0.57, -1.61], [0.92, -1.61, -2.25], [-1.35, -0.90, -1.99], [0.94, -0.85, 2.48], [1.62, 0.66, 1.87], [2.64, -0.78, 2.09], [1.51, -1.91, 0.30], [-0.14, 0.52, 0.23], [-1.12, -2.38, 0.23], [-0.88, -1.41, 1.75], [-2.58, -0.79, -0.46], [0.18, 0.47, -2.03], [0.78, -2.60, -1.91], [1.98, -1.37, -2.00], [0.86, -1.60, -3.35], [-1.47, -0.87, -2.97], [0.80, -3.98, -0.03], [0.06, -4.03, -0.67], [0.75, -4.81, 0.46], [0.57, 2.73, -1.55], [-0.36, 2.51, -1.64], [0.71, 3.26, -0.67], [-0.89, 0.42, 3.37], [-0.50, 1.28, 3.00], [-1.85, 0.60, 3.36], [-0.14, 2.74, 2.23], [-0.23, 3.50, 2.79], [0.74, 2.75, 1.85], [-2.41, 1.87, 1.09], [-1.55, 2.16, 1.49], [-2.37, 0.90, 1.05], [2.28, 2.98, 1.08], [2.82, 3.78, 0.95], [2.53, 2.30, 0.37], [-2.02, 2.08, -1.55], [-2.28, 2.20, -0.56], [-2.06, 1.09, -1.70], [-1.52, -3.58, -1.82], [-1.53, -2.63, -1.85], [-2.45, -3.83, -1.80], [2.79, 1.36, -0.90], [2.54, 0.48, -0.56], [2.04, 1.76, -1.37]],
  "lowdin_charge": [-0.0804, -0.0884, -0.2565, -0.1812, -0.0765, -0.3076, -0.0238, -0.1234, 0.0439, 0.0668, 0.0926, 0.1208, 0.1156, 0.1036, 0.1334, 0.0839, 0.1387, 0.0389, 0.0998, 0.0964, 0.1471, -0.0656, 0.0055, 0.0577, -0.1001, -0.0245, 0.0983, -0.0973, 0.0128, 0.0448, -0.0437, 0.0960, 0.0008, -0.0816, 0.0090, 0.0065, -0.1098, 0.0794, 0.0123, -0.1052, 0.0511, 0.0396, -0.0359, -0.0287, 0.0604, -0.0584, 0.0284, 0.0046],
  "smiles": "CN[C@H](CO)[C@@H](C)O.O.O.O.O.O.O.O.O.O",
  "total_charge": 0,
  "de_lowest_kcal_mol": 33.6,
  "mol_weight_da": 281.30,
  "lumo_ev": 0.189
}

Entry 2:
{
  "formula": "C5H31O12",
  "method": "ωB97M-V/def2-TZVPD",
  "symbols": ["C", "O", "C", "C", "C", "C", "O", "H", "H", "H", "H", "H", "H", "H", "H", "H", "H", "H", "H", "H", "O", "H", "H", "O", "H", "H", "O", "H", "H", "O", "H", "H", "O", "H", "H", "O", "H", "H", "O", "H", "H", "O", "H", "H", "O", "H", "H", "O"],
  "coordinates": [[0.11, 3.48, -2.23], [0.57, 3.08, -3.52], [0.04, 2.28, -1.25], [1.26, 2.08, -0.37], [2.55, 1.71, -1.22], [3.19, 0.43, -0.71], [3.38, -0.57, -1.76], [0.98, 4.07, -1.92], [-0.78, 4.10, -2.16], [-0.83, 2.24, -0.60], [-0.07, 1.40, -1.89], [1.07, 1.22, 0.26], [1.56, 2.81, 0.39], [2.25, 1.70, -2.24], [3.24, 2.53, -1.05], [4.22, 0.61, -0.40], [2.65, -0.07, 0.09], [2.82, -1.32, -1.55], [-0.11, 2.58, -3.99], [-2.95, 1.60, -0.32], [-3.80, 1.16, -0.44], [-0.61, -3.77, 0.73], [0.82, -4.24, 0.36], [0.28, -3.91, 1.08], [-1.72, -0.02, 0.88], [-2.73, -2.24, 1.22], [-2.12, -1.62, 0.80], [0.78, -2.47, -1.10], [1.33, -3.30, -2.37], [1.36, -3.19, -1.41], [1.83, -1.21, 3.28], [0.55, -0.57, 3.69], [1.41, -0.82, 4.06], [-3.56, 0.23, -0.37], [-1.76, 1.42, 1.39], [-1.30, 0.87, 0.73], [-1.49, 0.59, 3.86], [-0.70, 1.81, 3.21], [-1.55, 1.51, 3.55], [-1.01, -0.88, -0.82], [0.31, -0.35, -0.46], [-0.08, -0.98, -1.07], [-2.79, -2.70, -0.59], [-1.84, -3.40, -1.64], [-2.53, -3.56, -0.99], [-1.73, -1.22, 2.12], [-0.98, -1.90, 3.55], [-1.52, -1.22, 3.16]],
  "lowdin_charge": [-0.2441, -0.0800, -0.1955, -0.2010, -0.1487, -0.2327, -0.0936, 0.1103, 0.1081, 0.0762, 0.1081, 0.0649, 0.1123, 0.0956, 0.0996, 0.1061, 0.1075, 0.0398, 0.0829, -0.0011, -0.0748, 0.0066, -0.0001, -0.0761, -0.0053, 0.0040, -0.3550, -0.0114, 0.0445, -0.0826, 0.0337, -0.0041, -0.0711, 0.0110, 0.0503, -0.1322, 0.0126, 0.0251, -0.0817, 0.0368, 0.0226, -0.0444, -0.0020, 0.0187, -0.0887, -0.0207, 0.0234, -0.1536],
  "total_charge": -1,
  "de_lowest_kcal_mol": 26.8,
  "mol_weight_da": 283.29,
  "lumo_ev": 2.802
}

Entry 3:
{
  "formula": "C5H32N2O11",
  "method": "ωB97M-V/def2-TZVPD",
  "symbols": ["C", "C", "N", "C", "O", "N", "C", "C", "H", "H", "H", "H", "H", "H", "H", "H", "H", "H", "H", "H", "O", "H", "H", "O", "H", "H", "O", "H", "H", "O", "H", "H", "O", "H", "H", "O", "H", "H", "O", "H", "H", "O", "H", "H", "O", "H", "H", "O", "H", "H"],
  "coordinates": [[-0.28, 2.25, 1.07], [0.08, 1.25, -0.07], [-1.18, 0.78, -0.65], [0.76, 0.07, 0.68], [0.14, -0.41, 1.62], [2.02, -0.30, 0.29], [2.64, 0.33, -0.86], [2.71, -1.38, 0.99], [0.48, 3.03, 1.22], [-1.19, 2.80, 0.80], [-0.49, 1.74, 2.00], [0.57, 1.78, -0.87], [-1.79, 1.51, -1.02], [-1.79, 0.47, 0.11], [2.52, 1.41, -0.97], [3.73, 0.26, -0.88], [2.33, -0.23, -1.76], [2.99, -1.04, 1.99], [3.66, -1.66, 0.55], [2.07, -2.24, 0.96], [0.77, 1.61, -3.77], [0.56, 1.18, -4.60], [1.06, 0.90, -3.19], [-2.11, -1.72, -2.17], [-2.29, -0.83, -1.82], [-2.96, -2.02, -2.49], [0.79, 3.93, -2.28], [1.46, 3.28, -2.08], [1.00, 4.20, -3.19], [-1.02, -3.50, -0.23], [-0.65, -4.36, -0.46], [-0.30, -2.94, 0.02], [-1.93, 2.98, -2.62], [-1.97, 3.94, -2.60], [-1.09, 2.67, -3.00], [0.46, -3.33, 1.99], [0.25, -2.41, 1.74], [-0.11, -3.32, 2.78], [0.15, -1.23, -3.85], [-0.64, -1.35, -4.38], [-0.21, -1.25, -2.95], [1.38, -0.38, 4.21], [0.95, -1.22, 4.08], [0.73, 0.17, 4.66], [-2.27, -3.16, 3.34], [-1.86, -4.03, 3.23], [-2.76, -3.01, 2.54], [-2.65, 1.80, 4.27], [-2.21, 0.94, 4.25], [-2.49, 2.01, 3.33]],
  "lowdin_charge": [-0.0317, -0.3117, 0.0453, -0.3953, 0.0274, -0.1089, -0.0480, -0.0124, 0.0834, 0.0825, 0.0540, 0.0799, 0.0533, 0.0863, 0.0816, 0.0952, 0.0979, 0.1013, 0.0886, 0.0644, -0.0507, 0.0430, 0.0026, -0.0671, 0.0172, 0.0468, -0.0650, 0.0072, 0.0555, -0.0528, 0.0455, -0.0118, -0.0714, 0.0405, -0.0028, -0.0842, -0.0036, 0.0173, -0.0689, 0.0363, 0.0075, -0.0509, 0.0154, 0.0376, -0.0493, 0.0405, 0.0404, -0.0596, 0.0307, 0.0211],
  "smiles": "C[C@H](N)C(=O)N(C)C.O.O.O.O.O.O.O.O.O.O",
  "total_charge": 0,
  "de_lowest_kcal_mol": 80.3,
  "mol_weight_da": 296.31,
  "lumo_ev": 0.267
}

Entry 4:
{
  "formula": "C5H32N2O11",
  "method": "ωB97M-V/def2-TZVPD",
  "symbols": ["C", "C", "C", "C", "N", "C", "N", "O", "H", "H", "H", "H", "H", "H", "H", "H", "H", "H", "H", "H", "O", "H", "H", "O", "H", "H", "O", "H", "H", "O", "H", "H", "O", "H", "H", "O", "H", "H", "O", "H", "H", "O", "H", "H", "O", "H", "H", "O", "H", "H"],
  "coordinates": [[-1.20, 0.84, 1.70], [-0.69, -0.37, 2.45], [-0.18, -1.57, 1.59], [1.05, -2.20, 2.21], [0.17, -1.26, 0.19], [-0.81, -1.16, -0.77], [-0.37, -0.91, -2.03], [-1.97, -1.49, -0.53], [-0.41, 1.40, 1.20], [-1.84, 0.54, 0.86], [-1.73, 1.48, 2.40], [-1.45, -0.82, 3.09], [0.09, -0.13, 3.18], [-0.97, -2.31, 1.49], [0.93, -2.58, 3.22], [1.93, -1.56, 2.16], [1.37, -3.07, 1.61], [0.99, -0.68, 0.14], [-1.01, -1.21, -2.75], [0.61, -1.01, -2.26], [4.40, -0.59, 0.83], [4.22, 0.29, 1.21], [5.33, -0.58, 0.60], [3.75, 2.10, 1.98], [3.03, 2.36, 2.57], [3.59, 2.77, 1.30], [2.04, -1.97, -3.66], [2.31, -1.22, -4.21], [2.68, -1.93, -2.94], [-4.74, -0.18, 1.17], [-4.63, -1.13, 1.35], [-4.90, 0.26, 2.00], [1.54, 3.56, 0.75], [1.62, 4.23, 0.05], [0.65, 3.23, 0.62], [2.46, -0.26, -1.49], [2.83, -0.70, -0.72], [2.40, 0.67, -1.25], [-3.55, -3.03, 1.04], [-3.25, -3.94, 1.13], [-2.90, -2.68, 0.39], [-3.41, 0.70, -1.34], [-3.32, -0.19, -0.99], [-4.06, 1.12, -0.76], [-0.71, 2.12, -1.41], [-0.78, 1.27, -1.86], [-1.58, 2.48, -1.20], [1.42, 3.87, -2.18], [0.71, 4.42, -2.52], [1.13, 2.95, -2.09]],
  "lowdin_charge": [-0.0890, -0.1860, -0.3470, -0.0601, 0.1097, -0.5601, 0.1762, -0.0058, 0.0449, 0.0456, 0.0810, 0.1106, 0.1008, 0.1185, 0.0822, 0.0719, 0.0820, 0.1079, 0.1275, 0.0533, -0.0600, 0.0016, 0.0482, -0.0637, 0.0466, 0.0303, -0.0616, 0.0492, 0.0223, -0.0447, 0.0157, 0.0394, -0.0606, 0.0306, 0.0141, -0.0519, 0.0237, 0.0596, -0.0739, 0.0400, -0.0021, -0.0725, -0.0022, 0.0273, -0.0555, 0.0123, 0.0439, -0.0632, 0.0424, 0.0006],
  "smiles": "CC[C@H](C)NC(N)=O.O.O.O.O.O.O.O.O.O.O",
  "total_charge": 0,
  "de_lowest_kcal_mol": 14.1,
  "mol_weight_da": 296.31,
  "lumo_ev": 0.226
}

Entry 5:
{
  "formula": "C5H32N2O9",
  "method": "ωB97M-V/def2-TZVPD",
  "symbols": ["C", "C", "C", "C", "C", "N", "N", "H", "H", "H", "H", "H", "H", "H", "H", "H", "H", "H", "H", "H", "H", "H", "H", "O", "H", "H", "O", "H", "H", "O", "H", "H", "O", "H", "H", "O", "H", "H", "O", "H", "H", "O", "H", "H", "O", "H", "H", "O"],
  "coordinates": [[-0.38, 0.67, -2.75], [0.00, 0.25, -1.41], [-1.20, -0.06, -0.49], [-0.89, -0.68, 0.86], [-0.98, -2.00, 1.13], [-0.29, 0.21, 1.83], [0.94, -0.97, -1.25], [0.55, 0.84, -3.36], [-1.01, 1.49, -2.85], [-1.05, -0.06, -3.22], [0.60, 1.11, -0.96], [-1.82, -0.98, -1.01], [-1.85, 0.72, -0.38], [-0.85, -2.47, 2.17], [-1.21, -2.72, 0.47], [0.67, 0.22, 1.75], [-0.70, 1.31, 1.73], [-0.53, 0.10, 2.86], [2.06, -0.77, -1.63], [1.10, -1.30, -0.31], [0.63, -1.76, -1.85], [1.22, -3.11, -3.67], [1.83, -1.78, -4.38], [1.25, -2.11, -3.67], [-1.74, -1.48, 4.58], [-2.19, -0.08, 4.86], [-1.34, -0.64, 4.40], [4.22, 0.33, -2.58], [3.34, 0.82, -1.24], [3.61, 0.07, -1.81], [-2.21, -3.25, -3.00], [-1.96, -3.70, -1.57], [-1.63, -3.06, -2.21], [-1.89, 3.08, 1.20], [-2.69, 2.52, 2.37], [-1.78, 2.59, 2.08], [3.08, -2.62, 1.20], [2.92, -1.10, 1.41], [2.58, -1.90, 1.01], [2.58, 2.43, 1.07], [3.94, 1.57, 1.20], [2.99, 1.61, 1.05], [1.86, 4.15, 1.98], [1.01, 4.49, 0.89], [1.40, 3.69, 1.28], [-4.95, 0.89, 1.18], [-4.91, 1.96, 0.27], [-4.31, 1.44, 0.75]],
  "lowdin_charge": [-0.0543, -0.3416, -0.0910, -0.3076, 0.1345, 0.2018, 0.1663, 0.1215, 0.0786, 0.1031, 0.1590, 0.1696, 0.0724, 0.1183, 0.0217, 0.0963, 0.1808, 0.1404, 0.1886, 0.0676, 0.1038, 0.0935, 0.0774, -0.0729, 0.0191, 0.1840, -0.0992, 0.1332, 0.0361, -0.0867, 0.0932, 0.0398, -0.0705, 0.1155, 0.0492, -0.0574, 0.0145, 0.0453, 0.0098, -0.0597, 0.0660, -0.0296, 0.0652, 0.0883, -0.0413, 0.0470, 0.0319, -0.0212],
  "total_charge": 2,
  "de_lowest_kcal_mol": 53.6,
  "mol_weight_da": 264.32,
  "lumo_ev": -5.045
}

Entry 6:
{
  "formula": "C5H32NO12S",
  "method": "ωB97M-V/def2-TZVPD",
  "symbols": ["C", "C", "S", "C", "N", "C", "C", "O", "H", "H", "H", "H", "H", "H", "H", "H", "H", "H", "H", "H", "O", "H", "H", "O", "H", "H", "O", "H", "H", "O", "H", "H", "O", "H", "H", "O", "H", "H", "O", "H", "H", "O", "H", "H", "O", "H", "H", "O", "H", "H", "O"],
  "coordinates": [[1.15, 1.55, 3.12], [0.95, 2.83, 2.30], [0.52, 2.59, 0.53], [2.33, 0.50, 2.69], [2.04, -0.22, 1.53], [3.25, -0.55, 0.72], [2.66, -1.30, -0.47], [2.80, -2.42, -0.87], [1.08, 1.89, 4.16], [0.30, 0.83, 2.94], [1.70, 3.59, 2.49], [-0.06, 3.41, 2.70], [3.37, 0.96, 2.74], [2.44, -0.12, 3.62], [1.40, 0.46, 0.84], [3.87, -1.16, 1.38], [3.77, 0.46, 0.47], [2.00, -0.47, -1.09], [-3.95, 2.18, -1.64], [-2.92, 2.90, -0.77], [-3.42, 2.04, -0.93], [1.15, 1.16, -4.21], [2.35, 0.33, -4.28], [1.51, 0.56, -4.81], [-1.01, -0.96, -3.75], [-1.86, -2.21, -3.69], [-1.11, -1.83, -4.14], [-1.44, -1.05, -1.43], [-1.11, -2.51, -1.32], [-1.69, -1.95, -1.60], [0.97, -4.68, 0.45], [1.15, -3.35, -0.28], [0.67, -4.13, -0.30], [0.68, 1.04, -2.17], [1.26, 2.50, -1.88], [1.52, 1.64, -2.25], [0.11, -3.13, 2.61], [0.32, -1.60, 2.72], [0.51, -2.43, 3.24], [-3.81, 0.38, -0.42], [-3.69, -1.17, -0.45], [-4.14, -0.37, 0.05], [-1.39, 3.54, 0.10], [-1.46, 4.21, -1.33], [-2.05, 4.03, -0.58], [-3.68, -2.83, 1.81], [-2.34, -3.49, 1.67], [-3.19, -3.59, 2.04], [-1.66, 0.94, -1.39], [-0.91, 0.56, 0.06], [-0.95, 0.43, -0.96]],
  "lowdin_charge": [-0.2563, -0.6564, 0.5104, -0.3089, -0.1426, -0.1816, -0.2357, 0.0395, 0.0953, 0.0953, 0.0341, 0.0928, 0.1143, 0.1056, 0.0723, 0.1165, 0.1463, 0.1482, -0.0055, -0.0312, -0.0611, -0.0582, 0.0742, -0.0771, 0.0097, 0.0017, -0.0649, -0.0361, -0.0760, 0.0126, 0.0562, -0.0585, -0.0272, 0.0526, -0.0290, -0.1721, 0.0549, 0.0239, -0.1219, -0.0646, 0.0723, -0.1142, -0.0071, 0.0539, -0.1382, 0.0063, -0.0096, -0.0115, 0.0430, 0.0704, -0.1569],
  "total_charge": -1,
  "de_lowest_kcal_mol": 85.7,
  "mol_weight_da": 330.37,
  "lumo_ev": 2.528
}